Entry from OMol25: a cluster of 2 separate species, C3H10NOS in total in a non-equilibrium geometry (ωB97M-V/def2-TZVPD).

The energy relative to the best compared isomer or geometry (same formula, charge and spin) is 41.31 kcal/mol. The value obtained for the total energy is -648.4657 a.u. As for the strongest force on any atom: 2.0 eV/A. The calculation puts the HOMO-LUMO gap at 6.251 eV. Its net charge is -1.

The geometry in XYZ format:
```
16
Properties=species:S:1:pos:R:3:forces:R:3
H 0.055 1.105 2.178 0.02 -0.77 -0.29
O -1.012 0.694 -0.998 -0.11 0.07 -0.09
H -0.765 1.827 -3.383 0.33 -0.37 0.38
H 0.799 0.638 -1.943 -0.05 0.07 -0.42
H -1.770 0.612 -3.528 1.16 -0.35 0.80
H -1.224 -1.362 0.756 0.25 0.31 0.29
C -0.272 0.318 -2.037 -0.80 -0.31 0.26
H 2.176 -0.663 0.604 0.06 0.14 -0.69
H -2.042 0.050 1.369 0.02 0.00 0.09
S 1.613 -0.738 1.789 -0.43 -0.05 1.09
H -1.255 -1.080 2.541 -0.21 0.07 -0.37
C 0.065 0.231 1.486 1.18 0.66 -0.23
N -0.757 0.800 -3.351 -0.69 0.87 -1.65
H 0.180 0.609 0.461 -0.45 0.09 0.22
H -0.235 -0.797 -2.202 0.07 0.12 0.14
C -1.182 -0.597 1.546 -0.33 -0.56 0.47
```
Positions in Å, forces in eV/Å.

Atomic partial charges in e from the Mulliken method, atoms 1 to 5: 0.275, -0.802, 0.279, 0.203, 0.263

=====

Entry from OMol25: a structure of composition C57H108N12O5Rb in a non-equilibrium geometry (ωB97M-V/def2-TZVPD).

The value obtained for the total energy is -3290.3144 a.u. As for the strongest force on any atom: 5.6 eV/A. Its multiplicity is 2. The expectation value of S² is 0.7841. The calculation puts the HOMO-LUMO gap (spin up / spin down) at 6.301 / 4.559 eV. Its net charge is +8.

The geometry in XYZ format:
```
183
Properties=species:S:1:pos:R:3:forces:R:3
H 3.010 0.450 2.096 -0.19 -0.36 -0.05
H -7.979 1.251 -1.407 -0.02 -0.30 0.26
C 1.929 -5.843 0.631 1.03 0.40 0.20
C 1.096 -0.600 0.100 -1.36 -2.35 0.64
H -0.380 -0.823 5.963 -0.02 0.04 -0.40
C 3.354 -0.224 2.867 1.01 -0.46 1.89
C -1.945 1.957 -5.872 1.06 1.38 0.32
H -2.398 5.844 0.927 -0.01 0.62 -0.16
C -1.551 -0.510 0.156 0.93 0.06 1.08
H -8.554 -0.521 -1.362 -0.35 0.55 -0.29
H 1.679 1.514 -5.355 -0.14 -0.16 0.42
H 4.949 -2.882 -3.131 -0.15 0.35 -0.52
H 3.289 -0.718 -1.761 -0.39 0.34 -0.32
C 1.754 -2.660 -3.387 2.30 -0.27 -0.65
C 3.173 -1.550 -5.185 1.07 0.77 1.07
H 4.017 -4.867 0.372 -0.13 -0.82 -0.28
H -1.275 4.399 0.389 1.15 -1.31 -0.14
H 1.872 -5.830 1.719 1.35 -0.93 0.32
H 2.606 -2.287 -5.754 -0.29 0.22 0.30
H -2.656 1.049 6.920 0.57 -0.32 0.99
H 3.801 -8.074 1.056 0.21 -0.16 -0.33
H -6.120 2.153 -0.438 -0.01 0.85 0.64
H 4.752 8.437 3.022 0.27 -0.51 0.39
H -4.718 6.955 2.378 0.43 0.26 -0.41
C 5.372 -2.796 4.497 3.10 -0.04 0.37
H 0.677 -3.410 3.243 0.32 0.10 0.69
H 0.550 -7.080 -1.357 -0.11 -0.41 -0.18
H 4.549 6.438 -0.725 -0.15 -0.24 -1.16
Rb -3.084 -3.846 0.370 -0.06 -0.21 0.02
C 3.136 -8.157 0.208 -0.29 -0.20 -0.65
H 1.164 -2.918 -4.266 -0.33 0.55 0.26
H 4.339 6.610 2.966 -0.95 0.53 0.59
H 3.302 1.915 5.456 -0.23 -0.43 0.34
C -5.364 1.532 0.043 -1.59 -0.38 -2.12
O -2.622 -0.954 0.654 1.93 0.15 -1.24
C 4.672 -4.055 4.472 -0.93 -2.52 -0.56
C 1.217 -9.483 -2.548 -1.00 -1.92 -0.76
O -0.103 -2.628 0.566 -0.60 4.34 -1.28
H -2.272 1.161 -2.944 0.11 -0.04 -0.06
H 2.762 -0.131 -6.767 -1.04 -0.31 0.15
C 0.785 4.393 -6.206 1.19 1.07 -0.15
H 5.878 -0.937 -1.104 -0.06 0.34 -0.52
H 0.585 -10.222 -2.055 -0.17 -0.24 -0.40
H -0.989 2.252 4.932 -0.07 -0.02 -0.23
N -0.282 3.508 -5.758 -2.59 -1.94 3.45
H 5.516 7.153 1.994 0.45 0.74 -0.15
C 3.118 -0.126 -5.736 0.12 1.40 -1.56
C -4.823 5.981 1.900 0.99 -0.34 0.39
H 2.485 -3.468 -3.343 0.04 -0.08 -0.04
C -6.708 -0.433 0.643 0.15 0.19 -0.82
C -1.824 1.593 5.173 -1.54 1.08 -2.49
H -2.119 -2.070 2.817 -0.84 -0.20 0.50
H 4.197 -1.916 -5.109 -0.07 -0.07 0.03
H -1.771 5.783 2.445 -0.21 0.76 0.46
C 2.739 1.436 4.655 -0.44 0.78 0.96
N 1.844 -8.787 -1.482 -0.12 2.32 1.45
H -0.840 1.377 7.020 -0.33 -0.55 0.46
H -5.603 -4.238 -2.711 0.40 -0.02 0.49
H 0.266 -4.925 4.227 0.51 0.36 0.17
C 3.649 7.934 1.285 0.20 0.81 1.54
C -5.867 -2.079 -2.908 -2.15 0.71 0.90
C 3.534 6.201 -0.442 -0.95 -1.60 -0.13
N 2.633 -1.397 -3.720 -1.98 -0.09 -0.37
H 5.365 -4.867 4.691 0.22 0.12 0.15
C -0.823 3.339 -4.484 -1.18 -0.44 -2.13
H -2.748 2.823 -2.690 0.06 0.06 -0.20
N -2.159 -0.834 4.664 -0.84 0.25 0.38
H 1.702 1.226 4.918 0.20 -0.56 0.73
H 4.344 -0.272 -3.140 -0.10 0.02 -0.02
C 2.966 -4.727 0.120 -2.01 -0.60 0.90
C 4.071 -1.400 2.840 -0.12 0.65 -0.85
H 1.952 5.278 -4.591 0.03 0.64 -0.09
H 5.819 -2.702 5.487 -0.41 0.97 0.19
H 4.035 0.385 -6.028 0.81 -0.60 0.91
H -7.185 -2.469 -1.103 -0.06 0.28 -0.07
H -2.799 1.381 -6.196 0.36 -0.24 -0.15
H -4.098 -3.195 -3.065 0.23 -0.69 0.31
C -2.030 0.544 4.031 2.30 0.15 0.01
O -0.329 2.531 -1.344 2.34 -2.38 1.19
C -0.147 -1.380 0.244 -0.68 -2.78 1.16
H -5.785 5.617 2.261 0.27 -0.43 -0.02
H 0.751 -0.609 -4.285 0.00 0.08 -0.07
H 0.481 4.760 -7.186 -0.01 -0.06 0.04
C -6.326 -1.861 -1.387 2.33 0.71 -0.92
H -3.664 -1.815 5.847 0.15 0.13 0.08
C 1.671 -0.187 -3.881 -0.46 -0.34 0.65
H 2.034 -1.019 0.434 0.01 -0.27 -0.07
C -3.711 4.981 2.239 -4.02 -3.23 1.90
H -2.047 3.149 1.407 0.20 0.19 0.46
N 3.095 6.794 0.649 -2.53 -3.45 -2.34
H 4.306 -1.972 1.955 0.06 -0.22 0.25
H -5.252 -3.724 -4.268 -0.08 0.58 -0.18
C -0.089 -4.053 3.677 -1.08 -0.74 -0.35
C -2.714 2.028 -3.435 0.15 -0.15 0.77
H -0.547 2.502 -7.583 -0.55 -0.12 -0.17
C 1.366 -7.672 -0.968 -0.26 2.13 -0.46
H -7.428 0.073 -2.661 -1.01 0.36 -0.34
H 3.029 1.350 -4.136 0.00 0.59 -0.44
H 3.516 3.472 -1.296 0.40 -0.36 -0.78
H -0.508 -4.515 2.784 -0.50 0.00 -0.19
H 6.711 -2.174 -2.100 0.03 0.42 0.09
H -0.739 -3.104 5.497 0.39 0.56 -0.17
N 4.628 -1.664 4.056 -2.29 4.18 2.97
H 3.881 -4.178 5.212 -0.23 0.29 -0.21
H -4.448 2.118 0.104 -0.04 -0.23 0.59
H -4.415 -0.179 -0.815 0.07 -0.19 -0.56
C 1.171 5.612 -5.275 -1.69 -1.46 -0.60
C -0.924 2.591 -6.575 -0.58 0.05 0.50
C -7.789 0.203 -1.640 2.14 -1.22 -0.05
O -4.008 3.882 2.732 2.62 3.42 -1.78
C 3.733 -1.059 -2.697 0.67 -1.36 -0.39
C 2.926 4.216 -1.831 0.55 -1.61 -0.37
N -2.287 5.266 1.747 -1.54 -0.46 1.04
H 2.744 8.461 1.589 0.40 0.50 0.45
H 0.254 5.892 -4.758 0.03 -0.07 0.54
H 2.027 3.696 -2.161 -0.20 0.33 0.09
N 3.423 0.235 4.191 1.53 -1.52 -0.37
O 2.211 1.346 -0.274 -2.33 -1.05 -0.28
C 1.910 6.104 0.982 0.21 1.22 1.98
C -1.445 -0.600 6.042 0.07 0.28 0.52
C 5.829 -1.951 -1.500 0.75 0.04 1.18
C -0.167 1.377 -0.765 -0.92 4.12 -1.80
H 1.020 4.208 0.066 -0.34 0.39 0.25
H -7.754 -0.457 0.950 -0.04 -0.20 -0.55
H 1.235 -2.733 -2.431 -0.10 0.99 -0.09
H -0.589 3.895 -3.589 0.13 -0.07 -0.19
H -1.879 -1.346 6.707 0.16 0.29 0.16
H 0.584 -8.871 -3.191 0.28 0.28 0.27
H -4.090 -0.172 5.361 -0.09 -0.13 -0.34
C -1.151 -3.318 4.510 -0.44 1.10 -0.18
N 2.151 -7.152 -0.005 0.36 -2.74 0.09
C -1.462 4.069 1.411 -0.12 1.22 -1.09
H -5.197 0.444 1.852 -0.19 0.10 0.36
H -4.113 -1.628 4.207 -0.12 0.67 -0.23
H 4.170 8.560 0.562 -0.09 -0.11 -0.05
H 2.709 -3.844 0.706 -0.28 0.35 -0.23
H -2.681 0.823 3.202 -0.77 -0.51 0.52
C 1.673 5.064 0.155 1.29 0.67 -1.25
H 6.270 -2.830 3.879 0.00 -0.14 -0.32
C -1.339 0.830 -0.352 -2.63 -3.85 1.41
H -5.457 -2.108 -0.777 -0.08 -0.45 0.31
H 3.368 -10.041 -1.198 0.92 -0.20 1.17
H 1.928 -10.029 -3.169 0.15 0.21 0.12
H -4.837 6.007 0.810 -0.14 0.59 -0.15
H -0.644 -1.570 3.373 0.30 0.20 0.33
H 5.981 -2.516 -0.580 -0.30 -0.52 -0.11
H -1.052 0.513 3.552 0.19 -0.31 -0.24
C 4.596 -2.293 -2.285 -1.32 -0.15 -1.41
H 3.441 4.642 -2.693 0.08 0.04 0.28
C -5.156 -3.393 -3.234 -0.44 0.28 0.23
N -1.883 2.436 -4.555 2.16 1.44 -1.47
H 1.497 0.196 -2.876 -0.19 -0.07 0.00
C 2.936 -9.160 -0.746 -0.01 1.23 0.19
H -6.195 -1.315 1.026 -0.29 -0.18 -0.40
C -1.570 -2.000 3.755 1.22 0.86 1.58
H 1.636 3.727 -6.344 0.23 0.27 -0.20
C -5.258 0.470 -1.049 -0.41 -0.49 -0.14
H -2.014 -3.899 4.838 -0.12 -0.43 -0.73
C 1.109 0.707 -0.335 2.91 3.48 -0.52
H 1.416 6.470 1.870 -0.22 -0.25 -0.06
H 0.855 -5.661 0.602 -0.07 0.66 -1.54
H 2.544 2.282 3.996 1.00 -0.52 -1.16
C -3.625 -1.099 5.026 0.59 -0.73 0.05
H -0.604 4.164 2.076 0.05 -0.87 -0.38
C 2.321 0.840 -4.788 1.12 -2.12 0.03
H -2.740 2.182 5.204 0.26 0.48 -0.09
H 4.357 -4.284 3.454 -0.57 -0.09 -0.02
H 1.329 6.516 -5.862 0.86 -0.36 -0.08
H -3.741 1.755 -3.679 0.20 0.29 -0.70
H -5.265 -1.239 -3.256 -0.03 0.12 0.13
H -6.695 1.431 1.740 0.21 -0.10 0.18
C 4.595 7.529 2.439 0.15 -0.10 -1.15
N -6.519 -0.383 -0.943 -0.79 -0.42 2.25
H -2.271 1.361 -0.475 0.10 0.37 -0.10
C 4.231 -0.636 4.942 -1.30 0.65 -4.18
N 2.651 5.167 -0.822 1.91 3.36 1.75
H -5.272 0.930 -2.038 0.45 -0.34 -0.07
H 4.578 -0.320 5.915 0.08 -0.78 0.26
C -1.670 0.930 6.472 -0.46 -2.60 -0.31
H 2.795 -4.542 -0.941 0.28 -0.02 0.10
C -6.001 0.786 1.201 0.69 0.74 0.64
H 3.855 -2.981 -1.878 0.41 0.01 0.95
H -6.848 -1.998 -3.375 0.27 -0.19 -0.85
```
Positions in Å, forces in eV/Å.

Atomic partial charges in e from the Mulliken method, atoms 1 to 5: 0.936, 0.323, -1.143, 0.095, 0.470